DFT (the ωB97M-V functional and the def2-TZVPD basis) results for a 2-piece molecular cluster, C5H11O3 overall at a distorted geometry.

**Net charge**: -1
**E_HOMO**: -4.2 eV
**Energy relative to the best compared isomer or geometry (same formula, charge and spin)**: 1.3759 eV
**Maximum force**: 2.07 eV/Å
**LUMO level**: 3.72 eV

The geometry in XYZ format:
```
19
Properties=species:S:1:pos:R:3:lowdin_charge:R:1
H -0.67 3.54 -0.01 0.10
H 0.09 -3.44 -0.69 0.06
H -0.11 -0.50 -0.41 0.05
O -1.58 1.85 -0.56 -0.11
H 1.10 1.87 -1.19 0.07
C -0.26 -1.61 1.50 -0.75
C 0.92 2.08 -0.14 -0.10
C 0.49 -2.45 -0.91 -0.13
H -1.42 -1.67 -0.41 0.09
H 0.48 -2.20 -1.97 0.05
O 0.02 -2.76 1.90 -0.08
H 1.50 -2.43 -0.51 0.06
H -1.32 1.01 -0.92 0.03
O -0.27 -0.52 2.11 -0.09
C -0.51 2.48 0.20 -0.29
H 1.53 2.87 0.30 0.07
H -0.75 2.09 1.19 0.10
C -0.40 -1.49 -0.05 -0.19
H 1.16 1.29 0.57 0.06
```



DFT (the ωB97M-V functional and the def2-TZVPD basis) results for a 2-piece molecular cluster, C5H11O3 overall at a distorted geometry.

**Net charge**: -1
**E_HOMO**: -1.7 eV
**Energy relative to the best compared isomer or geometry (same formula, charge and spin)**: 5.4551 eV
**Maximum force**: 1.74 eV/Å
**LUMO level**: 3.60 eV

The geometry in XYZ format:
```
19
Properties=species:S:1:pos:R:3:lowdin_charge:R:1
C -0.06 1.45 0.37 -0.20
H -0.74 -0.23 1.55 0.13
O 1.32 1.31 0.64 -0.15
O 2.10 -1.38 0.87 -0.10
C -0.82 0.15 0.51 -0.23
H -2.57 -1.47 -0.63 0.09
C 2.38 -0.77 -0.15 -0.51
H 1.48 -1.96 -1.85 -0.21
C -2.95 -0.77 0.14 -0.13
C 2.08 0.70 -0.36 -0.25
O -2.17 0.40 0.18 -0.21
H 1.62 0.81 -1.35 0.10
H 3.24 -1.11 -0.78 0.03
H 3.06 1.21 -0.41 0.12
H -2.95 -1.28 1.12 0.08
H -3.97 -0.48 -0.12 0.08
H -0.21 1.85 -0.65 0.12
H -0.41 -0.62 -0.16 0.10
H -0.45 2.19 1.08 0.12
```



Which value of LUMO level does entry 2 give?
3.60 eV



Which formula does entry 2 have?
C5H11O3



The highest energy relative to the best compared isomer or geometry (same formula, charge and spin) belongs to which entry?
number 2